{"formula": "C26H39F16NO2Si", "method": "ωB97M-V/def2-TZVPD", "spin_multiplicity": 1, "e_homo_ev": -7.79, "elements": ["F", "C", "F", "C", "F", "F", "C", "O", "C", "F", "F", "C", "F", "F", "H", "H", "H", "H", "F", "C", "F", "C", "F", "F", "C", "O", "C", "F", "F", "C", "F", "F", "H", "H", "H", "H", "Si", "C", "C", "C", "C", "C", "C", "C", "C", "C", "C", "C", "C", "N", "C", "C", "C", "C", "H", "H", "H", "H", "H", "H", "H", "H", "H", "H", "H", "H", "H", "H", "H", "H", "H", "H", "H", "H", "H", "H", "H", "H", "H", "H", "H", "H", "H", "H", "H"], "positions_angstrom": [[-3.35857, 6.02909, 1.79956], [-2.01354, 6.01630, 1.75940], [-1.66356, 4.89213, 1.08046], [-1.38260, 6.01274, 3.15192], [-1.70807, 4.88608, 3.83100], [-0.02575, 5.97363, 2.99184], [-1.69246, 7.23910, 4.03583], [-2.73833, 7.09204, 5.00557], [-4.06286, 7.32101, 4.56830], [-4.04604, 7.85499, 3.33214], [-4.55952, 8.28273, 5.38118], [-4.94054, 6.06921, 4.66791], [-4.45016, 5.05539, 3.92135], [-6.19124, 6.32063, 4.21098], [-1.67354, 6.87560, 1.17341], [-0.79681, 7.40846, 4.64020], [-1.80678, 8.15600, 3.45124], [-5.01052, 5.72301, 5.70178], [-1.71993, -8.44161, -0.47067], [-2.67464, -9.14819, -1.10341], [-2.18506, -10.40716, -1.24669], [-3.03526, -8.56161, -2.46832], [-1.97537, -8.60205, -3.31095], [-3.98760, -9.36721, -3.02689], [-3.61263, -7.13055, -2.45602], [-2.70180, -6.06085, -2.74333], [-1.94262, -5.55066, -1.66585], [-2.40769, -6.05706, -0.50806], [-2.21075, -4.22269, -1.62340], [-0.43599, -5.76218, -1.85094], [-0.12663, -7.07226, -1.96294], [0.25188, -5.28936, -0.78369], [-3.55369, -9.20721, -0.45440], [-4.33254, -7.08946, -3.27829], [-4.20661, -6.92843, -1.56055], [-0.07791, -5.25343, -2.74929], [3.74505, 2.46638, 4.08217], [2.56953, 3.51706, 2.99104], [2.19986, 2.79328, 1.59245], [0.59273, 2.70978, 1.49511], [0.05003, 1.20120, 1.83215], [-0.06361, 0.44848, 0.42077], [-0.70355, -1.02125, 0.48227], [-0.10726, -1.96388, -0.70199], [-0.53928, -1.49997, -2.18497], [0.32778, -0.29373, -2.80412], [0.74251, -0.47557, -4.34509], [2.26252, -1.01252, -4.53964], [3.34440, 0.00806, -3.93250], [4.29212, -0.60733, -2.95887], [3.92008, -1.46349, -1.85963], [5.16118, -1.88839, -1.03732], [6.32727, -1.18244, -1.81343], [5.74012, -0.40520, -3.02523], [3.85649, 1.12003, 3.52511], [3.18395, 2.48933, 5.45323], [5.06822, 3.10305, 4.12907], [1.59041, 3.67961, 3.58839], [3.00077, 4.54438, 2.73732], [2.58108, 3.47099, 0.74178], [2.72059, 1.77818, 1.43837], [0.03745, 3.52021, 2.07050], [0.33474, 2.88354, 0.37761], [0.87286, 0.66582, 2.43061], [-0.93640, 1.31629, 2.39307], [-0.71187, 1.05756, -0.32079], [1.01559, 0.34948, 0.01548], [-1.84396, -1.05480, 0.40483], [-0.43407, -1.57301, 1.46515], [-0.57029, -3.00788, -0.53212], [1.01919, -2.02620, -0.52216], [-1.62874, -1.14562, -2.12745], [-0.49606, -2.42365, -2.87039], [-0.34574, 0.64810, -2.75095], [1.20914, -0.06853, -2.09763], [-0.01530, -1.20559, -4.81547], [0.57292, 0.53422, -4.88767], [2.42624, -1.06110, -5.67571], [2.29758, -2.06179, -4.09321], [2.75804, 0.82340, -3.35718], [3.94793, 0.56683, -4.72834], [2.83167, -1.74503, -1.67836], [5.17087, -2.53503, -0.10455], [7.42608, -1.23981, -1.50844], [6.25489, 0.21040, -3.83370]]}

{"formula": "C43H90BrN5O2P", "method": "ωB97M-V/def2-TZVPD", "spin_multiplicity": 1, "e_homo_ev": -9.12, "total_charge": 1, "elements": ["C", "C", "C", "C", "C", "C", "C", "C", "C", "C", "C", "C", "C", "C", "C", "C", "N", "C", "C", "C", "C", "O", "O", "C", "C", "C", "Br", "C", "C", "P", "N", "H", "H", "H", "H", "H", "H", "H", "H", "H", "H", "H", "H", "H", "H", "H", "H", "H", "H", "H", "H", "H", "H", "H", "H", "H", "H", "H", "H", "H", "H", "H", "H", "H", "H", "H", "H", "H", "H", "H", "H", "H", "H", "H", "H", "H", "C", "C", "N", "C", "C", "C", "C", "H", "H", "H", "H", "H", "H", "H", "H", "H", "H", "H", "H", "H", "H", "H", "C", "C", "N", "C", "C", "C", "C", "H", "H", "H", "H", "H", "H", "H", "H", "H", "H", "H", "H", "H", "H", "H", "C", "C", "N", "C", "C", "C", "C", "H", "H", "H", "H", "H", "H", "H", "H", "H", "H", "H", "H", "H", "H", "H"], "positions_angstrom": [[9.87411, 0.22186, -4.30620], [8.73699, -0.24436, -5.20239], [7.42377, 0.38379, -4.78558], [6.25084, -0.11807, -5.60945], [4.86415, 0.47999, -5.29535], [4.76875, 1.39574, -4.08177], [3.32455, 1.75314, -3.76337], [3.20874, 2.39665, -2.37171], [2.98240, 1.36150, -1.27547], [1.53899, 0.84115, -1.25053], [1.09354, 0.40909, 0.13185], [-0.30116, -0.17494, 0.15414], [-1.37561, 0.84278, -0.26593], [-1.47062, 2.07801, 0.63475], [-1.40789, 3.39507, -0.13020], [-0.69327, 4.50839, 0.66119], [0.08994, 5.41565, -0.21132], [-0.60198, 6.10764, -1.14514], [0.03064, 6.96256, -2.04969], [1.40910, 7.09481, -1.97862], [2.11298, 7.96713, -2.95197], [1.68287, 9.00728, -3.28414], [3.24810, 7.42071, -3.35033], [3.63739, 7.71068, -4.71049], [4.25005, 6.48702, -5.33601], [5.16755, 5.70389, -4.41913], [2.84231, 5.33987, -6.03068], [2.10952, 6.40270, -0.99163], [1.43551, 5.55996, -0.10402], [2.51271, 4.78489, 1.17191], [3.11917, 5.82589, 2.16014], [9.96381, 1.30118, -4.37014], [9.66297, -0.01580, -3.27082], [10.81740, -0.21567, -4.59886], [8.63417, -1.31987, -5.09075], [8.98250, 0.00092, -6.22969], [7.26200, 0.11678, -3.74588], [7.49407, 1.46726, -4.83088], [6.20232, -1.19130, -5.44845], [6.48031, -0.00230, -6.66165], [4.55832, 1.07849, -6.14790], [4.14296, -0.31600, -5.16713], [5.32092, 2.30913, -4.26916], [5.19996, 0.91830, -3.20928], [2.75070, 0.83416, -3.74279], [2.91931, 2.43937, -4.49842], [2.41483, 3.14565, -2.33562], [4.14425, 2.92070, -2.16835], [3.21015, 1.77190, -0.29593], [3.64597, 0.52892, -1.47632], [0.90375, 1.62885, -1.65042], [1.44536, -0.00580, -1.92370], [1.21048, 1.23811, 0.82716], [1.78386, -0.35358, 0.48289], [-0.35823, -0.95918, -0.59105], [-0.59299, -0.54377, 1.13126], [-2.33623, 0.34950, -0.33187], [-1.13023, 1.13318, -1.28182], [-0.73130, 2.05484, 1.42514], [-2.43982, 2.03089, 1.11796], [-0.89289, 3.27038, -1.07894], [-2.40232, 3.75155, -0.36478], [-0.06084, 4.10570, 1.43234], [-1.43703, 5.12903, 1.14151], [-1.66586, 5.96853, -1.16346], [-0.56445, 7.49431, -2.76928], [4.37957, 8.49933, -4.70015], [2.78258, 8.03994, -5.28115], [4.83488, 6.84676, -6.16888], [5.30063, 4.70422, -4.80658], [6.14268, 6.17457, -4.37563], [4.76090, 5.60647, -3.42439], [3.17916, 6.51925, -0.93283], [3.47615, 4.10450, 0.41681], [1.78310, 3.77553, 1.81811], [2.81750, 6.78173, 2.02973], [-3.99767, -5.59060, -0.30828], [-3.29062, -5.79050, 1.02397], [-2.00533, -5.12037, 1.08997], [-1.18736, -5.54163, 2.21370], [-1.69045, -5.24247, 3.63116], [-2.03016, -3.69940, 0.81332], [-2.93071, -2.80447, 1.67818], [-3.34829, -5.87401, -1.13719], [-4.89182, -6.21282, -0.34781], [-4.31499, -4.55690, -0.45554], [-3.10857, -6.85902, 1.15989], [-3.97104, -5.48682, 1.83570], [-0.18995, -5.11050, 2.09080], [-1.04861, -6.62300, 2.12328], [-1.59790, -4.18659, 3.88558], [-1.09080, -5.79817, 4.35445], [-2.72912, -5.54346, 3.77084], [-2.32397, -3.56448, -0.23210], [-1.00453, -3.32364, 0.86476], [-3.93229, -3.21783, 1.79992], [-3.04060, -1.82824, 1.19674], [-2.51037, -2.63118, 2.66793], [-8.19083, 2.14275, -2.91090], [-7.52204, 0.89885, -2.34559], [-6.11331, 0.80799, -2.68459], [-5.53345, -0.49721, -2.42615], [-5.47029, -0.98169, -0.97263], [-5.30106, 1.94677, -2.30754], [-5.26278, 2.35812, -0.82670], [-8.02618, 2.21513, -3.98624], [-9.26504, 2.09548, -2.73355], [-7.82542, 3.05794, -2.44281], [-8.01549, 0.02092, -2.76831], [-7.70098, 0.86140, -1.25912], [-4.52571, -0.50927, -2.85172], [-6.10111, -1.23068, -3.00582], [-4.71035, -0.45111, -0.39775], [-5.20025, -2.03969, -0.95482], [-6.42676, -0.88044, -0.46018], [-5.64070, 2.80888, -2.88790], [-4.28090, 1.75713, -2.65451], [-6.25901, 2.39654, -0.38646], [-4.83194, 3.35996, -0.73706], [-4.65062, 1.68551, -0.22514], [-2.97850, -7.55196, 6.61135], [-2.22952, -7.74922, 7.92053], [-0.94993, -7.06730, 7.94807], [-0.09061, -7.48791, 9.04041], [-0.54905, -7.20314, 10.47619], [-0.99828, -5.64091, 7.68559], [-1.88165, -4.76846, 8.58847], [-2.35457, -7.83007, 5.76082], [-3.87011, -8.17958, 6.59739], [-3.30523, -6.51964, 6.47692], [-2.03602, -8.81718, 8.04750], [-2.88679, -7.45297, 8.75370], [0.89646, -7.04376, 8.88689], [0.05625, -8.56743, 8.93703], [-0.46185, -6.14836, 10.73333], [0.07995, -7.75621, 11.17602], [-1.57933, -7.51613, 10.64635], [-1.32911, -5.49961, 6.65337], [0.02653, -5.26207, 7.70736], [-2.87227, -5.20159, 8.73164], [-2.01955, -3.78842, 8.12649], [-1.43684, -4.60251, 9.56805]]}